# 1
The following is a quantum chemistry calculation of 2 unconnected molecules or ions with the total composition C4H12 in a non-equilibrium geometry, from the Open Molecules 2025 dataset.

Values from the calculation:
- SMILES = CC.CC
- highest occupied orbital energy (eV) = -10.96
- frontier orbital gap (eV) = 12.137
- 2S+1 = 1
- LUMO energy (eV) = 1.18
- energy relative to the best compared isomer or geometry (same formula, charge and spin) (kcal per mole) = 22.22

Geometry (Å):
C 1.963 -0.076 1.056
C 2.270 0.340 -0.354
H 2.202 0.736 1.786
H 0.911 -0.140 1.342
H 2.628 -0.879 1.359
H 2.614 -0.480 -0.982
H 1.539 0.966 -0.864
H 3.059 1.100 -0.376
C -2.345 -0.866 -0.659
C -1.899 0.497 -0.162
H -3.069 -0.763 -1.484
H -1.699 -1.732 -0.718
H -3.168 -1.159 0.022
H -0.909 0.670 -0.633
H -1.590 0.423 0.888
H -2.504 1.362 -0.221

Atom charges from the Löwdin analysis, given in e for atoms 1 to 6:
1. C -0.18
2. C -0.18
3. H 0.07
4. H 0.05
5. H 0.06
6. H 0.06

***

# 2
The following is a quantum chemistry calculation of C5H8O2 in the gas phase in a non-equilibrium geometry, from the Open Molecules 2025 dataset.

Values from the calculation:
- SMILES = O[C@H]1C[C@]2(CO2)C1
- highest occupied orbital energy (eV) = -9.55
- frontier orbital gap (eV) = 10.495
- 2S+1 = 1
- LUMO energy (eV) = 0.95
- energy relative to the best compared isomer or geometry (same formula, charge and spin) (kcal per mole) = 80.88

Geometry (Å):
O -2.171 0.810 0.943
C -1.208 -0.204 0.792
C 0.268 0.167 1.104
C 0.603 -0.084 -0.408
C 1.959 -0.118 -1.119
O 1.214 1.060 -0.960
C -0.814 -0.566 -0.669
H -1.875 1.586 0.449
H -1.589 -1.037 1.392
H 0.387 1.240 1.329
H 0.732 -0.397 1.920
H 2.433 -0.584 -0.279
H 2.303 -0.278 -2.163
H -1.303 0.039 -1.426
H -0.939 -1.632 -0.905

Atom charges from the Löwdin analysis, given in e for atoms 1 to 6:
1. O -0.03
2. C -0.35
3. C -0.02
4. C -0.40
5. C -0.07
6. O -0.03

***

# 3
The following is a quantum chemistry calculation of C4H9N3 in the gas phase in a non-equilibrium geometry, from the Open Molecules 2025 dataset.

Values from the calculation:
- SMILES = CC(C)N(N)C#N
- highest occupied orbital energy (eV) = -9.31
- frontier orbital gap (eV) = 10.138
- 2S+1 = 1
- LUMO energy (eV) = 0.83
- energy relative to the best compared isomer or geometry (same formula, charge and spin) (kcal per mole) = 55.96

Geometry (Å):
C -0.335 -1.597 -0.099
C -0.028 -0.111 0.284
C -1.108 0.753 -0.289
N 1.303 0.228 -0.057
N 1.629 1.583 0.271
C 1.994 -0.365 -0.957
N 2.625 -1.003 -1.689
H -1.253 -1.989 0.213
H 0.002 -1.687 -1.153
H 0.477 -2.186 0.363
H 0.005 -0.014 1.326
H -1.191 0.461 -1.274
H -1.158 1.851 -0.139
H -1.990 0.403 0.204
H 2.476 1.643 0.824
H 1.725 2.131 -0.571

Atom charges from the Löwdin analysis, given in e for atoms 1 to 6:
1. C -0.03
2. C -0.41
3. C -0.06
4. N -0.17
5. N 0.10
6. C -0.35

***

# 4
The following is a quantum chemistry calculation of 3 unconnected molecules or ions with the total composition C37H46Br2F5N5O in a non-equilibrium geometry, from the Open Molecules 2025 dataset.

Values from the calculation:
- SMILES = [H]/N=C(/N)NCCCCc1cc(CC[C@](F)(Br)C(F)(F)Br)c2ncc(CCCCCCCOC)nc2c1.Fc1ccccc1.Fc1ccccc1
- highest occupied orbital energy (eV) = -8.83
- frontier orbital gap (eV) = 8.558
- 2S+1 = 1
- LUMO energy (eV) = -0.28

Geometry (Å):
H -2.544 3.237 4.805
N -2.052 3.922 4.232
C -0.800 3.789 4.331
N 0.055 4.705 3.658
N -0.123 2.808 5.107
C -0.032 1.468 4.474
C 1.292 1.310 3.721
C 2.117 0.077 4.058
C 1.476 -1.276 3.701
C 0.788 -1.218 2.373
C 1.537 -1.175 1.171
C 0.913 -1.037 -0.065
C 1.671 -0.946 -1.361
C 3.119 -0.511 -1.176
C 3.768 -0.151 -2.520
F 3.046 -0.603 -3.578
Br 5.535 -0.969 -2.681
C 3.945 1.371 -2.750
F 4.970 1.842 -2.042
F 4.194 1.596 -4.047
Br 2.362 2.384 -2.287
C -0.514 -0.951 -0.113
N -1.138 -0.799 -1.313
C -2.433 -0.682 -1.281
C -3.185 -0.732 -0.081
C -4.667 -0.521 -0.099
C -4.972 0.918 0.331
C -6.434 1.063 0.788
C -6.572 0.787 2.278
C -5.818 1.795 3.174
C -4.584 1.168 3.851
C -4.795 0.881 5.334
O -4.370 2.000 6.091
C -5.059 2.122 7.332
N -2.623 -0.919 1.079
C -1.264 -1.017 1.077
C -0.589 -1.156 2.311
H -0.447 5.581 3.611
H 0.210 4.403 2.703
H -0.540 2.749 6.023
H -0.157 0.724 5.254
H -0.877 1.354 3.795
H 1.889 2.173 3.993
H 1.106 1.382 2.651
H 3.046 0.158 3.500
H 2.334 0.102 5.123
H 2.284 -2.004 3.648
H 0.780 -1.621 4.456
H 2.612 -1.236 1.247
H 1.595 -1.863 -1.934
H 1.158 -0.196 -1.952
H 3.701 -1.330 -0.778
H 3.186 0.360 -0.538
H -2.945 -0.527 -2.219
H -5.080 -1.171 0.666
H -5.087 -0.751 -1.071
H -4.779 1.596 -0.497
H -4.294 1.180 1.136
H -6.799 2.046 0.507
H -7.018 0.316 0.254
H -7.628 0.782 2.538
H -6.197 -0.217 2.458
H -5.476 2.611 2.544
H -6.492 2.208 3.916
H -4.301 0.239 3.368
H -3.745 1.858 3.789
H -4.243 -0.008 5.642
H -5.856 0.705 5.513
H -4.465 2.758 7.974
H -5.145 1.148 7.807
H -6.044 2.547 7.157
H -1.176 -1.183 3.215
F 7.783 -6.314 -2.422
C 7.571 -5.605 -3.548
C 8.301 -5.912 -4.678
C 8.076 -5.180 -5.836
C 7.138 -4.157 -5.846
C 6.418 -3.865 -4.695
C 6.630 -4.595 -3.534
H 9.031 -6.709 -4.646
H 8.636 -5.412 -6.731
H 6.968 -3.587 -6.750
H 5.689 -3.069 -4.700
H 6.075 -4.388 -2.629
F -0.823 -1.070 -8.696
C 0.023 -0.227 -8.070
C 0.696 -0.666 -6.947
C 1.567 0.205 -6.308
C 1.746 1.494 -6.792
C 1.055 1.913 -7.921
C 0.187 1.048 -8.572
H 0.536 -1.672 -6.584
H 2.106 -0.122 -5.429
H 2.424 2.170 -6.288
H 1.191 2.918 -8.299
H -0.356 1.351 -9.457

Atom charges from the Löwdin analysis, given in e for atoms 1 to 6:
1. H 0.02
2. N 0.16
3. C -0.54
4. N 0.08
5. N 0.00
6. C -0.19

***

# 5
The following is a quantum chemistry calculation of 2 unconnected molecules or ions with the total composition C2H5N4O in a non-equilibrium geometry, from the Open Molecules 2025 dataset.

Values from the calculation:
- highest occupied orbital energy (spin up / spin down) (eV) = -14.26 / -15.99
- frontier orbital gap (spin up / spin down) (eV) = 9.328 / 7.955
- 2S+1 = 3
- LUMO energy (spin up / spin down) (eV) = -4.93 / -8.03
- energy relative to the best compared isomer or geometry (same formula, charge and spin) (kcal per mole) = 56.53
- ⟨S²⟩ = 2.013
- charge = +1

Geometry (Å):
C -0.281 -0.128 1.641
C 0.536 0.099 0.540
N -0.988 -0.032 2.525
N 1.249 -0.953 0.021
N -0.192 0.539 -0.611
N -1.467 0.238 -0.748
O 2.055 -0.752 -0.892
H 1.570 1.318 0.734
H 0.455 0.758 -1.408
H -1.653 -0.036 -1.672
H 0.901 -1.827 0.266
H -2.185 0.776 -0.397

Atom charges from the Löwdin analysis, given in e for atoms 1 to 6:
1. C -0.17
2. C -0.33
3. N 0.27
4. N -0.11
5. N 0.08
6. N 0.23

***

# 6
The following is a quantum chemistry calculation of a molecular structure, C3H2O2Tm in a non-equilibrium geometry, from the Open Molecules 2025 dataset.

Values from the calculation:
- highest occupied orbital energy (spin up / spin down) (eV) = -13.56 / -15.99
- frontier orbital gap (spin up / spin down) (eV) = 3.657 / 2.999
- 2S+1 = 4
- LUMO energy (spin up / spin down) (eV) = -9.90 / -12.99
- energy relative to the best compared isomer or geometry (same formula, charge and spin) (kcal per mole) = 0.00
- ⟨S²⟩ = 3.759
- charge = +2

Geometry (Å):
H 1.294 1.947 -1.174
O 0.718 0.103 -1.830
O -0.661 -1.422 0.876
C 0.628 1.067 -1.075
C 0.054 0.881 0.258
C -0.302 -0.372 0.532
H 0.254 1.559 1.090
Tm -1.984 -3.764 1.324

Atom charges from the Löwdin analysis, given in e for atoms 1 to 6:
1. H 0.22
2. O 0.35
3. O 0.06
4. C -0.02
5. C 0.08
6. C -0.04

***

# 7
The following is a quantum chemistry calculation of a molecular structure, CaIZn, from the Open Molecules 2025 dataset.

Values from the calculation:
- highest occupied orbital energy (spin up / spin down) (eV) = -16.25 / -17.75
- frontier orbital gap (spin up / spin down) (eV) = 6.412 / 7.485
- 2S+1 = 2
- LUMO energy (spin up / spin down) (eV) = -9.84 / -10.27
- energy relative to the best compared isomer or geometry (same formula, charge and spin) (kcal per mole) = 0.00
- ⟨S²⟩ = 0.753
- charge = +2

Geometry (Å):
Ca -0.460 -2.669 -0.283
Zn 1.136 2.431 -0.048
I -0.675 0.238 0.331

Electronic structure analysis, Löwdin charges in units of e:
1. Ca 1.37
2. Zn 0.64
3. I -0.02

***

# 8
The following is a quantum chemistry calculation of a molecular structure, C5H3AuCl2CoNO3 in a non-equilibrium geometry, from the Open Molecules 2025 dataset.

Values from the calculation:
- highest occupied orbital energy (spin up / spin down) (eV) = -24.73 / -26.65
- frontier orbital gap (spin up / spin down) (eV) = 9.588 / 6.022
- 2S+1 = 7
- LUMO energy (spin up / spin down) (eV) = -15.14 / -20.63
- energy relative to the best compared isomer or geometry (same formula, charge and spin) (kcal per mole) = 16.31
- ⟨S²⟩ = 12.028
- charge = +4

Geometry (Å):
Co -2.384 2.517 0.273
Au -0.920 -1.398 1.074
Cl -0.754 0.960 0.689
Cl -3.539 1.366 -1.279
C -1.336 -3.204 1.444
C -1.514 3.595 1.352
C -3.809 3.525 0.357
O -1.694 -4.282 1.679
O -0.923 4.389 1.957
O -4.807 4.117 0.366
C 4.043 -2.012 -1.535
C 2.761 -1.759 -0.897
N 1.737 -1.570 -0.379
H 3.927 -2.090 -2.625
H 4.464 -2.954 -1.158
H 4.749 -1.200 -1.315

Atom charges from the Löwdin analysis, given in e for atoms 1 to 6:
1. Co 0.29
2. Au 1.07
3. Cl 0.22
4. Cl 0.64
5. C -0.06
6. C -0.10

***

# 9
The following is a quantum chemistry calculation of C4H7NO2 in the gas phase in a non-equilibrium geometry, from the Open Molecules 2025 dataset.

Values from the calculation:
- SMILES = C[C@H]1CNC(=O)O1
- highest occupied orbital energy (eV) = -10.15
- frontier orbital gap (eV) = 10.907
- 2S+1 = 1
- LUMO energy (eV) = 0.76
- energy relative to the best compared isomer or geometry (same formula, charge and spin) (kcal per mole) = 7.71

Geometry (Å):
C -1.470 -0.896 0.088
C -0.416 -0.136 -0.697
C 0.074 1.174 -0.117
N 1.129 0.725 0.755
C 1.663 -0.470 0.300
O 2.710 -0.939 0.670
O 0.800 -1.006 -0.624
H -1.030 -1.220 1.033
H -1.713 -1.777 -0.510
H -2.403 -0.355 0.287
H -0.818 0.095 -1.701
H -0.802 1.605 0.369
H 0.437 1.880 -0.881
H 1.836 1.376 1.059

Atom charges from the Löwdin analysis, given in e for atoms 1 to 6:
1. C -0.04
2. C -0.30
3. C -0.15
4. N 0.09
5. C -0.55
6. O 0.11

***

# 10
The following is a quantum chemistry calculation of a molecular structure, C27H28CaN9O8S in a non-equilibrium geometry, from the Open Molecules 2025 dataset.

Values from the calculation:
- highest occupied orbital energy (eV) = -5.62
- frontier orbital gap (eV) = 8.132
- 2S+1 = 1
- LUMO energy (eV) = 2.52
- energy relative to the best compared isomer or geometry (same formula, charge and spin) (kcal per mole) = 1.89
- charge = -1

Geometry (Å):
Ca 0.324 0.822 0.054
O -1.777 0.947 -0.890
N -1.831 1.111 -2.167
N -0.763 1.574 -2.686
O 0.309 1.877 -2.020
C -0.749 1.733 -4.106
C -1.927 1.991 -4.801
C -1.886 2.138 -6.179
C -0.683 2.030 -6.860
C 0.486 1.774 -6.157
C 0.461 1.627 -4.780
H -2.855 2.076 -4.255
H -2.800 2.348 -6.723
H -0.656 2.149 -7.937
H 1.427 1.686 -6.686
H 1.354 1.427 -4.200
C 0.508 4.948 -0.430
C 0.267 4.299 0.890
N 0.108 3.010 1.082
C -0.122 2.823 2.415
C -0.108 4.039 3.052
N 0.147 4.959 2.062
C -0.290 4.515 4.439
O -0.567 3.608 5.334
O -0.213 5.708 4.680
C -0.396 1.467 2.993
O -0.507 1.394 4.248
O -0.515 0.520 2.184
H 0.939 4.216 -1.108
H 1.173 5.807 -0.335
H -0.436 5.284 -0.863
H 0.212 5.946 2.243
H -0.631 2.664 4.888
N 2.240 -5.212 4.081
C 2.438 -4.057 3.312
C 3.609 -3.895 2.569
C 3.823 -2.736 1.846
C 2.875 -1.727 1.862
C 1.711 -1.870 2.603
C 1.495 -3.029 3.325
S 3.132 -0.248 0.910
O 2.458 0.816 1.629
O 4.549 -0.103 0.692
N 2.270 -0.342 -0.420
C 2.211 -1.369 -1.248
N 1.240 -1.252 -2.171
C 1.076 -2.239 -3.028
C 1.866 -3.384 -3.007
C 2.852 -3.410 -2.033
N 3.053 -2.425 -1.167
H 2.717 -6.024 3.729
H 1.272 -5.408 4.272
H 4.354 -4.685 2.564
H 4.721 -2.600 1.255
H 0.978 -1.074 2.624
H 0.589 -3.136 3.914
H 0.274 -2.122 -3.754
H 1.716 -4.197 -3.703
H 3.528 -4.258 -1.946
C -4.066 -1.460 -0.398
C -3.216 -1.520 0.881
C -3.613 -2.720 1.752
C -3.369 -0.210 1.668
C -1.823 -1.704 0.481
N -0.732 -1.892 0.166
H -5.116 -1.323 -0.127
H -3.974 -2.380 -0.979
H -3.746 -0.618 -1.014
H -4.646 -2.596 2.086
H -2.970 -2.782 2.632
H -3.537 -3.656 1.196
H -4.426 -0.070 1.910
H -3.026 0.632 1.067
H -2.788 -0.233 2.590

Atom charges from the Löwdin analysis, given in e for atoms 1 to 6:
1. Ca 1.36
2. O -0.28
3. N -0.02
4. N -0.26
5. O -0.23
6. C -0.17

***

# 11
The following is a quantum chemistry calculation of 2 unconnected molecules or ions with the total composition C4H12N2 in a non-equilibrium geometry, from the Open Molecules 2025 dataset.

Values from the calculation:
- SMILES = C=NC.CNC
- highest occupied orbital energy (eV) = -8.95
- frontier orbital gap (eV) = 9.866
- 2S+1 = 1
- LUMO energy (eV) = 0.92
- energy relative to the best compared isomer or geometry (same formula, charge and spin) (kcal per mole) = 66.34

Geometry (Å):
C -1.087 0.514 2.619
N -2.054 1.284 2.301
C -2.449 1.642 0.875
H -0.971 0.264 3.680
H -0.359 0.133 1.942
H -3.441 1.348 0.583
H -1.750 1.192 0.131
H -2.213 2.686 0.811
C 2.385 -0.465 -0.581
N 0.915 -0.509 -0.885
C 0.639 -1.448 -1.956
H 2.800 -1.609 -0.694
H 3.058 0.004 -1.288
H 2.373 -0.097 0.479
H 0.447 0.356 -1.185
H 0.577 -1.007 -3.052
H -0.331 -2.052 -1.816
H 1.461 -2.234 -1.964

Atom charges from the Löwdin analysis, given in e for atoms 1 to 6:
1. C -0.08
2. N -0.09
3. C -0.11
4. H 0.06
5. H 0.04
6. H 0.06

***

# 12
The following is a quantum chemistry calculation of a molecular structure, C16H18ClNOs in a non-equilibrium geometry, from the Open Molecules 2025 dataset.

Values from the calculation:
- highest occupied orbital energy (spin up / spin down) (eV) = -4.48 / -7.35
- frontier orbital gap (spin up / spin down) (eV) = 5.064 / 5.353
- 2S+1 = 5
- LUMO energy (spin up / spin down) (eV) = 0.59 / -1.99
- ⟨S²⟩ = 6.040

Geometry (Å):
C 2.632 -0.905 1.120
C 3.244 -0.593 -0.129
C 2.627 -1.377 -1.131
H 4.102 0.030 -0.314
C 1.619 -2.148 -0.518
C 1.603 -1.847 0.861
H 0.988 -2.354 1.578
H 2.923 -0.484 2.068
H 2.872 -1.391 -2.189
H 1.061 -2.920 -1.016
Os 1.232 -0.181 -0.173
Cl 1.296 2.070 0.408
C -1.244 2.166 -2.701
C -1.226 0.757 -2.903
C 0.130 0.266 -2.705
H -2.090 0.138 -3.133
C 0.971 1.402 -2.426
C 0.108 2.567 -2.447
H 0.451 3.590 -2.376
H -2.130 2.801 -2.702
H 0.532 -0.728 -2.960
H 2.091 1.368 -2.454
C -2.831 -0.598 -0.490
C -2.102 -0.399 0.780
C -2.862 -0.374 1.997
C -1.975 -0.112 3.029
C -0.691 0.042 2.419
C 0.463 0.404 3.251
N -0.771 -0.162 1.069
H -3.032 0.352 -1.021
H -3.817 -1.011 -0.194
H -2.338 -1.310 -1.167
H -3.937 -0.541 2.012
H -2.126 -0.016 4.101
H 0.073 0.852 4.179
H 1.043 -0.486 3.524
H 1.108 1.133 2.751

Atom charges from the Löwdin analysis, given in e for atoms 1 to 6:
1. C -0.29
2. C -0.28
3. C -0.29
4. H 0.12
5. C -0.30
6. C -0.31